Density functional theory data (ωB97M-V/def2-TZVPD) for a cluster of 7 separate species, C38H100F2N7O15S2 in total.

Each line ends with the Löwdin charge.
Geometry (Å):
H1 0.30 7.69 -3.29  0.09
C1 -3.91 2.68 0.61  -0.05
C2 -3.72 4.38 -1.13  -0.18
H2 1.88 -9.76 6.56  0.10
C3 4.83 6.91 -1.34  -0.06
H3 3.93 2.05 -0.41  0.10
H4 2.73 6.15 1.41  0.12
H5 -3.94 -3.73 -0.48  0.14
H6 -0.39 -2.59 -1.89  0.05
H7 0.82 -1.06 -3.11  0.13
H8 2.94 4.77 -0.77  0.09
H9 -0.27 6.64 -4.61  0.08
F1 0.29 -3.51 0.85  -0.19
S1 -0.19 -1.98 0.86  0.42
N1 -1.47 4.81 -2.54  -0.21
C4 -0.92 3.44 -2.04  0.02
N2 -1.05 -2.03 -0.33  -0.31
O1 1.33 5.00 0.24  -0.19
C5 -1.04 3.95 -5.09  -0.01
C6 6.01 1.74 -0.42  -0.06
H10 -0.16 6.29 -1.59  0.11
C7 -0.83 4.39 4.34  -0.15
C8 -4.92 -2.19 1.42  -0.13
N3 2.45 -6.79 3.77  0.07
H11 -4.68 2.21 -0.01  0.10
H12 -3.30 1.94 1.13  0.06
H13 -4.48 5.01 -0.68  0.14
H14 2.55 0.90 1.28  0.08
H15 0.90 -8.69 7.58  0.10
H16 0.54 5.29 -2.90  0.12
H17 6.14 1.33 -1.41  0.14
H18 1.92 -9.53 4.07  0.13
C9 -0.48 5.82 3.80  -0.05
H19 4.37 0.35 -0.09  0.15
H20 -4.19 3.88 -1.97  0.13
C10 3.32 1.22 1.98  -0.10
C11 6.10 5.69 0.23  -0.19
H21 -2.48 -3.20 -0.07  0.07
H22 0.04 -9.74 6.58  0.10
H23 2.02 3.25 -0.55  0.09
H24 -1.51 -4.88 0.07  0.09
H25 3.09 3.74 0.73  0.08
H26 0.82 -3.47 -2.39  0.17
H27 0.27 -2.81 -5.40  0.11
H28 2.16 -3.53 2.42  0.10
H29 -1.44 7.51 -3.53  0.09
H30 3.87 -5.66 3.06  0.14
C12 0.99 -2.20 -4.86  -0.20
H31 -2.90 4.00 -3.80  0.11
H32 -1.27 6.27 3.20  0.13
C13 -0.92 -4.06 -3.38  0.00
H33 -2.09 -2.99 -4.85  0.12
C14 1.81 6.26 0.84  -0.18
H34 7.23 3.32 -1.02  0.18
H35 -2.98 6.32 -1.81  0.15
H36 3.28 -2.52 -6.36  0.10
C15 1.99 -4.28 3.19  -0.18
C16 -2.32 -3.55 -3.95  -0.19
H37 -7.21 -0.90 0.63  0.09
H38 -4.44 -1.66 -2.47  0.08
C17 0.97 -9.17 6.60  -0.07
C18 -2.54 -5.18 0.26  -0.06
H39 -4.53 -4.26 1.86  0.14
C19 2.61 -2.43 4.61  -0.06
H40 3.28 -2.15 5.42  0.10
C20 -2.62 5.30 -1.65  -0.08
C21 -0.34 5.84 -2.57  -0.16
H41 3.26 -7.39 3.89  0.17
H42 -1.75 4.37 4.93  0.14
H43 -0.40 1.53 3.71  0.10
H44 -1.56 3.88 -6.05  0.09
O2 2.35 -3.86 4.52  -0.17
O3 1.07 -1.27 0.65  -0.29
H45 -2.11 5.66 -0.76  0.12
H46 2.70 -5.92 1.87  0.12
H47 0.91 -4.43 3.14  0.11
H48 -7.52 -2.34 1.53  0.09
O4 4.54 1.69 1.48  -0.18
H49 7.25 4.02 1.24  0.15
C22 -5.09 -7.00 -1.69  -0.05
H50 2.94 2.02 2.62  0.09
H51 -3.14 -3.17 2.29  0.12
O5 2.22 -2.96 -4.58  -0.20
C23 -3.11 -6.14 -0.74  -0.19
H52 2.59 -6.48 4.72  0.17
H53 -5.38 -7.90 -1.15  0.10
H54 -0.97 -4.58 -2.43  0.11
S2 -1.37 -0.37 -0.49  0.67
H55 0.42 -7.03 3.36  0.12
H56 5.56 3.90 1.31  0.11
H57 2.26 6.97 0.15  0.12
C24 2.80 -5.58 2.90  -0.06
H58 2.04 -3.88 -6.33  0.09
H59 3.45 0.30 2.56  0.09
C25 -4.12 -2.12 -3.41  -0.07
H60 4.17 6.72 -2.18  0.09
N4 -3.24 -3.79 0.25  0.08
H61 -0.23 6.53 4.58  0.15
H62 1.38 -7.91 2.18  0.13
H63 -0.81 2.95 -4.73  0.06
H64 -0.16 4.53 -5.34  0.07
H65 -0.54 3.54 -1.03  0.09
H66 -2.00 2.09 3.99  0.10
H67 -1.47 1.97 2.26  0.05
C26 4.64 1.39 0.09  -0.20
C27 1.25 -7.72 3.25  -0.05
H68 -0.33 -4.52 -4.17  0.13
N5 0.65 5.66 2.81  0.05
C28 2.43 4.13 -0.05  -0.07
C29 -0.48 7.00 -3.60  -0.04
O6 -5.87 -2.51 0.32  -0.20
H69 -4.40 3.40 1.26  0.10
H70 5.58 3.51 -1.19  0.14
O7 -0.86 3.58 3.18  -0.24
H71 -5.45 -2.06 2.36  0.13
C30 0.20 -1.77 -3.66  -0.13
H72 5.58 7.55 -1.82  0.12
C31 -3.93 -3.40 1.57  -0.04
H73 -2.85 -5.92 -1.78  0.11
H74 5.62 6.33 0.97  0.13
O8 -1.27 0.05 -1.92  -0.28
H75 -4.37 -7.25 -2.48  0.09
H76 1.64 -1.93 4.68  0.09
N6 0.02 -2.95 -2.73  0.08
H77 0.17 -9.49 3.84  0.14
H78 -2.52 5.55 -4.29  0.12
H79 -2.90 -7.20 -0.57  0.14
H80 -1.71 2.70 -2.13  0.09
H81 -4.33 -1.32 1.12  0.09
O9 5.31 5.65 -0.91  -0.24
H82 1.45 5.55 3.41  0.17
H83 -0.05 7.21 1.52  0.14
O10 -0.72 -1.82 2.23  -0.27
H84 -6.06 -6.59 -1.98  0.10
H85 3.22 -2.03 3.80  0.07
H86 3.62 -4.10 -5.51  0.10
O11 -1.04 0.68 0.46  -0.26
C32 1.03 -8.91 4.17  -0.16
H87 -0.73 -1.35 -4.03  0.13
C33 -7.16 -1.99 0.56  -0.10
N7 6.33 3.24 -0.57  0.11
H88 -5.01 -2.69 -3.69  0.11
H89 6.83 1.25 0.10  0.15
H90 1.37 7.64 2.50  0.16
H91 1.09 -1.24 -5.37  0.14
H92 7.03 6.23 0.02  0.14
H93 -7.91 -2.36 -0.14  0.10
C34 -1.17 2.18 3.29  -0.04
C35 2.86 -3.38 -5.83  -0.04
O12 0.94 -8.27 5.49  -0.21
H94 0.02 4.05 4.94  0.13
C36 0.92 6.86 1.88  -0.04
H95 -2.48 -5.42 1.32  0.14
C37 6.36 4.22 0.65  -0.02
C38 -2.03 4.63 -3.99  -0.10
F2 -2.96 -0.44 -0.26  -0.17
O13 -3.05 -2.90 -2.97  -0.20
H96 -2.88 -4.40 -4.35  0.14
H97 -3.89 -1.27 -4.05  0.10
H98 4.23 7.36 -0.54  0.08
H99 -0.06 3.05 -2.60  0.09
H100 0.51 4.78 2.33  0.13
O14 -4.54 -6.04 -0.77  -0.21
O15 -3.08 3.49 -0.22  -0.23

Results
- Spin multiplicity: 1
- Calculated total energy: -109218.2085 eV
- Charge: +5